1.
DFT (the ωB97M-V functional and the def2-TZVPD basis) results for C6H8O6Pd as an isolated structure at a distorted geometry.

CARTESIAN COORDINATES (ANGSTROEM)
1 O 1.3943 -3.6440 -0.0918
2 C 0.3150 -2.9139 -0.1973
3 O -0.3792 -2.6955 0.7999
4 O 0.0796 -2.4752 -1.3779
5 C -1.0327 -1.5488 -1.5799
6 C -0.6100 -0.1539 -1.2297
7 C -1.1430 0.5156 -0.2029
8 C -0.8140 1.9407 0.1065
9 Pd -0.4853 -2.2949 2.3114
10 H -1.8824 -1.8927 -0.9806
11 H -1.2594 -1.6481 -2.6447
12 H 0.1435 0.3086 -1.8743
13 H -1.9057 0.0520 0.4285
14 H -1.7228 2.5255 0.2770
15 H -0.2149 2.4328 -0.6690
16 O -0.1132 2.0481 1.3860
17 C 1.1386 1.9619 1.5598
18 O 1.7582 1.1959 2.2983
19 H 2.7906 1.3522 1.3258
20 O 2.0899 2.1804 0.5567
21 H 1.8528 2.7531 -0.2016

Results
E_tot = -22071.3866 eV
LUMO (alpha / beta) = -13.41 / -17.36 eV
Charge = +3
Spin multiplicity = 4

2.
DFT (the ωB97M-V functional and the def2-TZVPD basis) results for C6H8O6Sm as an isolated structure at a distorted geometry.

CARTESIAN COORDINATES (ANGSTROEM)
1 O -1.6165 -0.4343 -1.2081
2 O -0.0114 0.6172 -0.2003
3 C -0.4802 -0.5082 -0.5027
4 C -2.0373 -1.6003 -1.9215
5 C -3.5272 -1.5221 -2.1692
6 H -1.4906 -1.6394 -2.8758
7 H -1.7735 -2.4943 -1.3389
8 H -3.7866 -0.6089 -2.7225
9 H -3.8435 -2.3847 -2.7719
10 H -4.0876 -1.5316 -1.2245
11 C 1.3055 -1.5045 4.3294
12 C 2.7875 -1.6606 4.7293
13 O 3.1471 -0.4076 5.3156
14 C 2.0524 0.3169 5.5715
15 O 0.9614 -0.2804 5.1358
16 O 2.0855 1.3802 6.1410
17 O 1.0194 -1.3472 3.0347
18 H 0.6789 -2.2856 4.7943
19 H 3.4233 -1.8354 3.8528
20 H 2.9477 -2.4580 5.4660
21 Sm 2.0192 -0.5783 0.9906

Results
Energy above the lowest of the compared OMol25 structures with the same formula, charge and spin = 23.5 kcal/mol
E_tot = -36539.2141 eV
LUMO (alpha / beta) = -1.71 / -1.68 eV
Spin multiplicity = 7

3.
DFT (the ωB97M-V functional and the def2-TZVPD basis) results for C6H8OPRu as an isolated structure at a distorted geometry.

CARTESIAN COORDINATES (ANGSTROEM)
1 C -0.6059 0.3101 -0.8608
2 C -1.2754 1.5335 -1.2921
3 C -0.3236 2.5873 -1.3700
4 C 0.9600 2.0925 -1.0139
5 C 0.8471 0.6701 -0.6662
6 Ru 0.2406 -0.5424 1.2126
7 P 0.0473 -2.7099 0.7486
8 H -0.9444 -0.7148 -1.0767
9 H -2.3461 1.6037 -1.4664
10 H -0.5483 3.6157 -1.6243
11 H 1.6597 -0.0810 -0.7798
12 H 1.8894 2.6343 -0.9766
13 H 1.1802 -3.3028 0.0862
14 H -1.0539 -3.1502 -0.0693
15 H -0.0917 -3.5692 1.8746
16 O 0.1680 -0.4437 4.2224
17 C 0.1968 -0.5332 3.0520

Results
E_tot = -20262.4688 eV
LUMO (alpha / beta) = 0.78 / -2.24 eV
Spin multiplicity = 6

4.
DFT (the ωB97M-V functional and the def2-TZVPD basis) results for one molecule with the formula C6H8OS at a distorted geometry.

CARTESIAN COORDINATES (ANGSTROEM)
1 C 0.5146 -0.2435 -0.5262
2 C -0.6090 -1.2004 -0.1184
3 C -1.2927 -0.6914 1.1420
4 C -1.5992 0.3693 0.1693
5 C -0.2664 0.9625 -0.1571
6 C 0.1052 2.2483 0.0116
7 H 2.7980 -0.9044 -1.0003
8 H 0.6330 -0.3413 -1.6113
9 H -0.4715 -2.2680 -0.5482
10 H -0.7224 -0.3322 1.9569
11 H -2.0819 -1.2833 1.5789
12 H -2.4864 1.1136 0.1825
13 H -0.6956 2.9410 0.2183
14 H 1.1271 2.5259 -0.0808
15 O -1.7318 -0.5551 -0.9190
16 S 2.1649 -0.3549 0.2206

Results
Energy above the lowest of the compared OMol25 structures with the same formula, charge and spin = 68.0 kcal/mol
E_tot = -19231.3136 eV
LUMO = 0.57 eV
Spin multiplicity = 1

5.
DFT (the ωB97M-V functional and the def2-TZVPD basis) results for C6H8OS as an isolated structure at a distorted geometry.

CARTESIAN COORDINATES (ANGSTROEM)
1 C -0.3716 1.0868 0.1006
2 C -0.4049 0.8256 1.5407
3 C -0.0530 -0.4587 1.8682
4 C -0.0059 -1.3245 0.6188
5 C -0.2876 -0.2775 -0.4703
6 C 0.0402 -0.5584 -1.8864
7 H 1.7271 1.3843 -1.4431
8 H -1.2714 1.8053 -0.0534
9 H -0.8725 1.5396 2.1756
10 H -0.0398 -0.8561 2.7805
11 H 1.1141 -1.3443 0.2789
12 H -0.6592 -2.2006 0.9409
13 H 0.5822 0.3113 -2.4592
14 H 0.5656 -1.4776 -2.5276
15 O -1.3194 -0.3384 -1.5694
16 S 1.2560 1.8834 0.1054

Results
Energy above the lowest of the compared OMol25 structures with the same formula, charge and spin = 124.9 kcal/mol
E_tot = -19228.8469 eV
LUMO = 0.20 eV
Spin multiplicity = 1

6.
DFT (the ωB97M-V functional and the def2-TZVPD basis) results for one molecule with the formula C6H8S at a distorted geometry.

CARTESIAN COORDINATES (ANGSTROEM)
1 C -0.1356 1.9012 -0.3788
2 C -1.1797 1.2391 0.1327
3 C -1.4961 -0.1193 -0.1650
4 S -3.0376 -0.6914 0.2225
5 C -0.4714 -1.0408 -0.7727
6 C 0.7561 -1.2338 -0.3835
7 C 1.4413 -0.7260 0.8224
8 H 0.4475 1.4109 -1.1071
9 H 0.1155 2.9165 -0.0672
10 H -1.8505 1.7108 0.8781
11 H -0.9252 -1.6546 -1.5322
12 H 1.4027 -1.8332 -0.9663
13 H 1.9285 -1.5806 1.3055
14 H 0.7386 -0.1751 1.4895
15 H 2.2659 -0.1239 0.5221

Results
Energy above the lowest of the compared OMol25 structures with the same formula, charge and spin = 35.9 kcal/mol
E_tot = -17184.9161 eV
LUMO = -0.88 eV
Spin multiplicity = 1

7.
DFT (the ωB97M-V functional and the def2-TZVPD basis) results for a 2-piece molecular cluster, C6H8S overall at a distorted geometry.

CARTESIAN COORDINATES (ANGSTROEM)
1 C -2.1134 -0.4701 0.3836
2 C -1.1557 -1.3184 0.3525
3 C 0.0236 -0.6387 0.0384
4 C 0.6624 0.1245 -0.7569
5 C -0.1102 0.9026 0.3305
6 C -1.6719 0.9976 0.2442
7 H -3.1626 -0.7341 0.4031
8 H -1.2210 -2.3988 0.1772
9 H 1.3352 0.2611 -1.5957
10 H 0.3098 1.5306 1.1080
11 H -2.1097 1.5648 -0.6033
12 H -1.8779 1.5890 1.0711
13 S 4.2470 0.2438 -0.2662
14 H 5.0950 0.8310 -1.1273
15 H 3.7105 -0.4515 -1.2306

Results
Energy above the lowest of the compared OMol25 structures with the same formula, charge and spin = 102.0 kcal/mol
E_tot = -17182.0484 eV
LUMO = 0.92 eV
Spin multiplicity = 1

8.
DFT (the ωB97M-V functional and the def2-TZVPD basis) results for a 2-piece molecular cluster, C6H8Si overall at a distorted geometry.

CARTESIAN COORDINATES (ANGSTROEM)
1 C 1.4752 -3.1346 1.5233
2 C 2.5045 1.4193 -1.3763
3 C 1.3451 -2.1739 0.8036
4 C 1.8196 0.6245 -0.7992
5 C -3.0417 0.8633 -1.8887
6 C -0.1332 0.3944 1.4979
7 Si 0.7652 -0.5768 0.0696
8 H 1.6552 -4.0391 2.0532
9 H 2.8509 2.3023 -1.8233
10 H -3.4966 0.9490 -0.8890
11 H -2.8496 -0.0869 -2.3312
12 H -2.2471 1.4890 -2.1406
13 H -0.8392 -0.0981 2.0692
14 H 0.7685 0.8032 2.1269
15 H -0.5767 1.2644 1.1049

Results
Energy above the lowest of the compared OMol25 structures with the same formula, charge and spin = 0.0 kcal/mol
E_tot = -14222.0291 eV
LUMO (alpha / beta) = 0.91 / -0.96 eV
Spin multiplicity = 3

9.
DFT (the ωB97M-V functional and the def2-TZVPD basis) results for one molecule with the formula C6H9Br at a distorted geometry.

CARTESIAN COORDINATES (ANGSTROEM)
1 C 0.7206 1.3016 -1.2441
2 C -0.1487 0.3528 -0.8987
3 C -0.9972 -0.5589 -1.6578
4 C -0.3297 0.2024 0.7622
5 Br -2.1873 0.5182 1.3920
6 C 0.8104 0.3139 1.6538
7 C 0.2279 -1.0352 1.3753
8 H 1.1610 1.2536 -2.2177
9 H 1.4591 1.7798 -0.5480
10 H -1.9744 -0.2347 -1.2876
11 H -0.8834 -0.4616 -2.7707
12 H -0.6593 -1.6543 -1.4345
13 H 0.6497 0.6860 2.6464
14 H 1.8143 0.6902 1.5014
15 H 0.8402 -1.6405 0.6508
16 H -0.5032 -1.5135 2.0772

Results
Energy above the lowest of the compared OMol25 structures with the same formula, charge and spin = 45.8 kcal/mol
E_tot = -76407.7193 eV
LUMO = 0.81 eV
Spin multiplicity = 1

10.
DFT (the ωB97M-V functional and the def2-TZVPD basis) results for one molecule with the formula C6H9Br at a distorted geometry.

CARTESIAN COORDINATES (ANGSTROEM)
1 C -1.2269 -1.1801 -0.3186
2 C -0.4392 0.0067 0.1360
3 C -1.3028 1.1689 -0.0523
4 C 0.6725 0.0763 1.2234
5 C 1.1350 0.0313 -0.1685
6 C 2.2435 -0.2359 -0.8575
7 Br 3.9203 -0.2203 0.0026
8 H -2.1532 -1.2948 0.2837
9 H -0.5854 -2.0640 -0.4620
10 H -1.6187 -0.6768 -1.2166
11 H -0.6949 2.0866 0.1934
12 H -2.1031 1.1874 0.6526
13 H -1.8634 1.3064 -1.1103
14 H 0.9559 1.0160 1.6602
15 H 0.6807 -0.7915 1.9261
16 H 2.3796 -0.4162 -1.8920

Results
Energy above the lowest of the compared OMol25 structures with the same formula, charge and spin = 51.2 kcal/mol
E_tot = -76407.4833 eV
LUMO = 0.88 eV
Spin multiplicity = 1

> E_tot of number 7 (C6H8S)?

-17182.0484 eV